# 1
Below is a structure of composition C44H122BeNO18, with properties calculated with ωB97M-V with the def2-TZVPD basis set.

Geometry (Å):
1 Be -1.02672 3.91587 1.03427
2 C -1.05337 0.67570 2.34347
3 C -0.31334 0.14009 1.11142
4 C -1.40586 -0.62722 0.35733
5 C -0.98020 -1.00849 -1.03974
6 C -0.51265 0.16887 -1.87312
7 C 0.46942 1.11725 -1.12619
8 N 0.08934 1.28653 0.27263
9 O 0.70500 2.28723 0.88756
10 C 0.37731 2.38985 -1.95710
11 C 1.88565 0.53642 -1.31315
12 C 0.82396 -0.74578 1.59402
13 H -1.28531 -0.18016 2.97518
14 H -1.96380 1.23777 2.13570
15 H -0.40290 1.37559 2.87605
16 H -2.44119 -0.27424 0.36131
17 H -1.45468 -1.62293 0.82413
18 H -1.73816 -1.52957 -1.62995
19 H -0.12346 -1.68943 -0.94446
20 H -1.42088 0.66762 -2.23132
21 H 0.00450 -0.19267 -2.76324
22 H 1.10098 3.15267 -1.64462
23 H -0.56472 2.84835 -1.61320
24 H 0.38337 2.28007 -3.03035
25 H 2.34417 0.85498 -2.25659
26 H 1.96372 -0.55283 -1.33108
27 H 2.59100 0.99715 -0.60907
28 H 1.54330 -0.09560 2.10298
29 H 1.26183 -1.25612 0.73722
30 H 0.54294 -1.46348 2.36496
31 C -6.51156 1.99267 2.93736
32 C -5.88061 0.71751 2.43862
33 O -4.46372 0.93583 2.23342
34 H -6.14379 2.34657 3.90630
35 H -7.57001 1.80041 3.12756
36 H -6.41543 2.83514 2.25012
37 H -6.29798 0.51474 1.44907
38 H -6.05618 -0.09290 3.14757
39 H -4.12685 0.18706 1.72844
40 C 5.18009 0.60716 -2.73913
41 C 6.20980 -0.08016 -1.84656
42 O 6.61948 0.77881 -0.80417
43 H 5.69525 1.36096 -3.33394
44 H 4.39477 1.00113 -2.09658
45 H 4.79339 -0.10460 -3.47342
46 H 7.05290 -0.41401 -2.45945
47 H 5.83860 -1.03698 -1.45862
48 H 6.10202 0.59343 -0.01138
49 C -1.43484 0.29146 5.92002
50 C -2.86912 0.56046 5.52043
51 O -2.95167 1.57906 4.53481
52 H -0.92490 1.25520 5.96375
53 H -0.85717 -0.39602 5.30035
54 H -1.37733 -0.24665 6.86985
55 H -3.44480 0.86356 6.40240
56 H -3.33445 -0.36969 5.16459
57 H -3.68929 1.48326 3.90865
58 C 3.17056 2.42461 3.97292
59 C 3.77105 2.51322 2.55829
60 O 2.94295 3.16710 1.59030
61 H 3.95836 2.22718 4.69795
62 H 2.40620 1.63941 4.02875
63 H 2.63370 3.31833 4.29844
64 H 3.94008 1.49775 2.19166
65 H 4.67992 3.06986 2.79282
66 H 2.21092 2.54085 1.39488
67 O 0.78908 4.65313 2.69714
68 H 1.63117 4.25285 2.39269
69 H 0.99013 5.16744 3.48893
70 O -3.34316 3.49606 0.94949
71 H -3.92759 2.85506 1.40298
72 H -3.81212 4.34166 0.98268
73 O -1.88936 4.66765 -1.15917
74 H -2.65309 4.27902 -1.65779
75 H -1.93286 5.61699 -1.33899
76 O -1.91329 3.72414 3.33036
77 H -1.82761 4.44076 3.97037
78 H -2.09333 2.91300 3.87370
79 C 5.86019 1.02426 2.89057
80 C 5.08501 -0.27336 2.67356
81 C 3.91877 -0.36946 3.64614
82 O 4.66682 -0.37958 1.30949
83 H 6.88931 1.04169 2.52015
84 H 6.03259 1.24039 3.94736
85 H 5.30526 1.81096 2.37337
86 H 5.77798 -1.08318 2.90718
87 H 4.25636 -0.33218 4.68032
88 H 3.37557 -1.29163 3.43834
89 H 3.23433 0.48105 3.54779
90 H 3.95877 0.26107 1.15082
91 C 4.77869 5.02468 -2.19235
92 C 4.11876 3.65570 -2.05694
93 C 4.96219 2.64444 -1.28075
94 O 2.80296 3.78382 -1.43835
95 H 4.95148 5.44365 -1.19586
96 H 3.99884 5.65363 -2.62477
97 H 5.72198 4.97200 -2.72827
98 H 3.84764 3.29500 -3.05914
99 H 5.68336 2.13408 -1.92066
100 H 4.33317 1.96548 -0.69944
101 H 5.58069 3.13364 -0.51735
102 H 2.87075 3.36943 -0.56866
103 C -3.24309 -3.81446 -2.79606
104 C -4.41715 -3.08251 -3.39978
105 C -4.36555 -3.03787 -4.93553
106 O -5.63687 -3.76081 -3.04601
107 H -2.37050 -3.18686 -3.00128
108 H -3.10708 -4.81499 -3.19522
109 H -3.36493 -3.83180 -1.71214
110 H -4.55903 -2.06403 -3.01797
111 H -3.54259 -2.39167 -5.24967
112 H -5.29475 -2.68213 -5.37458
113 H -4.20622 -4.06131 -5.27527
114 H -6.40595 -3.19811 -2.96378
115 C 1.71213 -5.17173 -3.65907
116 C 0.82676 -4.09485 -4.34263
117 C 1.16065 -2.73737 -3.74364
118 O 0.97120 -4.04531 -5.74017
119 H 1.39721 -6.13422 -4.06657
120 H 1.44440 -5.17869 -2.60506
121 H 2.74311 -4.96006 -3.92868
122 H -0.18463 -4.32154 -3.99810
123 H 1.05180 -2.66702 -2.66117
124 H 0.46992 -2.02130 -4.21321
125 H 2.13590 -2.31519 -4.01758
126 H 1.83304 -3.65327 -5.92381
127 C 2.71846 -3.21818 0.81456
128 C 4.08476 -3.95493 0.81709
129 C 4.76165 -4.13556 -0.52859
130 O 4.98948 -3.25231 1.67351
131 H 2.02779 -3.81677 0.22258
132 H 2.84143 -2.15696 0.61289
133 H 2.45796 -3.25254 1.87762
134 H 3.80993 -4.94959 1.18335
135 H 5.70899 -4.67495 -0.46555
136 H 4.94250 -3.26057 -1.15713
137 H 4.16495 -4.80970 -1.15924
138 H 4.90248 -2.29251 1.55853
139 C -5.80900 -3.95111 0.44925
140 C -5.49011 -3.45584 1.85210
141 C -4.34033 -2.49446 1.94070
142 O -6.73159 -2.90016 2.34195
143 H -4.98011 -4.49703 -0.01771
144 H -6.06112 -3.12595 -0.22019
145 H -6.61111 -4.68598 0.40694
146 H -5.31435 -4.38990 2.39717
147 H -4.45386 -1.53076 1.43786
148 H -3.47392 -3.01553 1.53762
149 H -4.19997 -2.10248 2.95414
150 H -7.03337 -3.40227 3.10205
151 C 0.56821 2.51628 -5.37152
152 C 2.01837 2.30932 -5.73281
153 C 2.87268 1.87806 -4.54775
154 O 2.06549 1.27840 -6.72569
155 H -0.03594 2.87588 -6.20957
156 H 0.48146 3.36530 -4.68493
157 H 0.16963 1.57414 -4.99042
158 H 2.52091 3.23027 -6.03834
159 H 2.50875 0.94935 -4.07738
160 H 2.95964 2.59983 -3.73544
161 H 3.84016 1.49138 -4.86462
162 H 1.21591 0.83236 -6.71374
163 C -1.40038 -3.35378 4.76200
164 C -1.30689 -4.11911 6.04933
165 C -2.62922 -4.13948 6.84535
166 O -0.81765 -5.43259 5.89632
167 H -0.49250 -3.30009 4.15784
168 H -1.65258 -2.31257 4.96178
169 H -2.16721 -3.80638 4.12482
170 H -0.69638 -3.54480 6.77112
171 H -3.38590 -4.57690 6.18175
172 H -3.03238 -3.15501 7.08918
173 H -2.46681 -4.72053 7.75020
174 H -0.91639 -5.90652 6.72608
175 C -5.02908 3.55019 -4.90029
176 C -3.95630 3.09171 -3.92847
177 C -2.52660 3.24879 -4.38881
178 O -4.08734 3.84785 -2.70038
179 H -6.00533 3.50977 -4.41484
180 H -5.06147 2.93940 -5.80057
181 H -4.78879 4.58507 -5.14842
182 H -4.01326 2.02475 -3.67040
183 H -2.28407 2.42017 -5.05990
184 H -1.82397 3.04175 -3.57600
185 H -2.28713 4.19921 -4.86562
186 H -4.99603 3.89304 -2.39040

Properties
- Net charge: +1
- HOMO level: -0.348 hartree

# 2
Below is a structure of composition C31H49BMgN6OS4, with properties calculated with ωB97M-V with the def2-TZVPD basis set.

Geometry (Å):
1 Mg -2.42816 2.10273 -0.10137
2 C -2.27333 -0.30852 -4.25376
3 C -1.51202 -0.91968 -3.11887
4 C -1.20409 -2.24958 -3.00691
5 C -0.46946 -2.73604 -1.89456
6 N -0.07418 -1.90622 -0.96013
7 N -0.34144 -0.60787 -1.09373
8 B 0.19356 0.04977 0.13634
9 N 0.62563 1.47694 0.23429
10 N 1.64210 0.62933 0.07883
11 C 2.85434 0.99233 -0.05999
12 C 3.01716 2.42715 0.21873
13 C 1.99949 3.29441 0.54127
14 C 2.32616 4.75020 0.75443
15 C 0.66480 2.74971 0.53790
16 S -0.77544 3.68567 0.71834
17 C 4.01702 0.11159 -0.47204
18 C 5.23817 0.37670 0.41958
19 C 4.29680 0.47379 -1.95259
20 C 3.55644 -1.37870 -0.35956
21 N -0.12210 -0.56601 1.49045
22 N 1.00855 -0.84099 2.21693
23 C 0.93542 -1.32771 3.43179
24 C -0.38662 -1.58324 3.92387
25 C -1.53714 -1.24983 3.18914
26 C -2.87538 -1.61965 3.65298
27 C -1.37034 -0.64105 1.91835
28 S -2.68982 -0.14101 0.89949
29 C 2.19416 -1.88609 4.13008
30 C 3.54285 -1.21748 3.84043
31 C 1.94571 -1.76873 5.64060
32 C 2.30139 -3.39597 3.79898
33 C -0.96571 -0.01069 -2.10579
34 S -1.28686 1.60080 -2.16398
35 C -0.17355 -4.24277 -1.76854
36 C 1.14941 -4.52521 -2.65689
37 C -1.34148 -5.02540 -2.33760
38 C 0.12316 -4.59073 -0.29444
39 H -2.87022 -1.00991 -4.79360
40 H -1.66800 0.25513 -4.99852
41 H -2.97653 0.50688 -3.93165
42 H -1.53745 -2.89910 -3.78007
43 H 3.97691 2.97332 0.14496
44 H 3.42486 4.88008 0.94294
45 H 1.63716 5.25349 1.48917
46 H 2.26615 5.18248 -0.26698
47 H 5.44384 1.43177 0.59799
48 H 6.09229 -0.09660 -0.00220
49 H 5.07830 -0.18310 1.28963
50 H 4.40534 1.52352 -2.13720
51 H 3.53528 0.13023 -2.62006
52 H 5.23200 -0.01950 -2.16874
53 H 3.44316 -1.73923 0.65399
54 H 4.29476 -2.00191 -0.77697
55 H 2.65946 -1.55520 -0.87859
56 H -0.68735 -2.02991 4.86607
57 H -2.83494 -2.29983 4.53848
58 H -3.40046 -2.02085 2.85478
59 H -3.43638 -0.72863 3.86453
60 H 3.65552 -0.15791 3.91365
61 H 3.97530 -1.51649 2.90419
62 H 4.16104 -1.69339 4.57013
63 H 2.01101 -0.72815 5.96461
64 H 2.67451 -2.35684 6.17620
65 H 0.95100 -2.19347 5.94568
66 H 2.32738 -3.61029 2.73974
67 H 1.36788 -3.87824 4.08821
68 H 3.10964 -3.86107 4.28760
69 H 0.92107 -4.46370 -3.75381
70 H 1.66584 -5.49421 -2.43311
71 H 1.99144 -3.87790 -2.33807
72 H -1.32623 -4.88556 -3.38981
73 H -2.28149 -4.68976 -1.89429
74 H -1.19994 -6.08704 -2.01253
75 H 1.10245 -4.15961 -0.11689
76 H 0.16622 -5.69822 -0.16896
77 H -0.70123 -4.23062 0.37583
78 C -2.46683 5.54953 -1.94764
79 C -3.97078 5.40521 -1.93250
80 S -4.54483 3.67724 -2.07560
81 O -4.02739 3.06013 -0.72540
82 C -6.35145 3.93441 -1.88249
83 C -6.91868 4.91692 -2.86734
84 H -2.29357 6.60116 -1.71289
85 H -2.07574 5.36707 -2.94907
86 H -1.95801 5.02874 -1.11787
87 H -4.53827 6.02811 -2.61679
88 H -4.37638 5.66434 -0.94422
89 H -6.56076 4.23934 -0.84547
90 H -6.84256 2.99284 -2.03751
91 H -6.64021 6.00094 -2.63192
92 H -8.04178 4.95230 -2.72434
93 H -6.84756 4.62912 -3.90732

Properties
- Net charge: +2
- HOMO level: -0.507 hartree
- Relative energy (zero: lowest compared OMol25 entry of this formula, charge and spin): 8.8 kcal/mol

# 3
Below is an isolated molecule of C4H7ClFN, with properties calculated with ωB97M-V with the def2-TZVPD basis set.

Geometry (Å):
1 C 2.18548 -1.01024 0.63427
2 N 1.58181 -0.84226 -0.74180
3 C 0.29256 -0.22204 -0.66281
4 C 0.04818 1.06114 -0.37547
5 F 1.07017 1.78388 0.16314
6 C -0.60160 0.11526 0.59361
7 Cl -2.32067 -0.37897 0.09009
8 H 3.03488 -1.57745 0.73312
9 H 2.79233 -0.02171 0.85902
10 H 1.36490 -1.14994 1.50688
11 H 1.25983 -1.80271 -1.23016
12 H -0.41782 -0.63721 -1.44244
13 H -0.34988 1.76903 -0.99628
14 H -0.48479 0.03871 1.62509

Properties
- HOMO level: -0.337 hartree
- Relative energy (zero: lowest compared OMol25 entry of this formula, charge and spin): 68.0 kcal/mol
- SMILES string: CN[C@@H]1[C@H](F)[C@H]1Cl

no.,LUMO (eV),DFT total energy (Eh),gap between HOMO and LUMO (eV)
1,-4.26,-3172.8455,5.22
2,-5.75,-3431.7243,8.06
3,0.79,-771.2899,9.97